(1)
Formula: C27H43N4NiO4SSbSi3
Source: the Open Molecules 2025 dataset
Level of theory: ωB97M-V/def2-TZVPD

Computed properties:
Max |F|, eV/Å: 1.5
Energy relative to the best compared isomer or geometry (same formula, charge and spin), kcal per mole: 59.58
Gap between HOMO and LUMO (spin up / spin down), eV: 5.10 / 5.12
M, g mol⁻¹: 784.4
HOMO level (spin up / spin down), hartree: -0.229 / -0.229
Calculated total energy, eV: -124897.8881
LUMO level (spin up / spin down), eV: -1.13 / -1.12

Last column: Löwdin charge in e.
Geometry (Å):
Ni -0.19617 0.73043 -0.38970  0.158
C -3.78358 -0.49115 -2.25818  0.014
C -2.27666 -0.44141 -2.23777  -0.360
O -1.71812 -0.78346 -1.19220  -0.018
C -1.52232 0.00519 -3.41890  -0.081
C -2.11745 -0.07410 -4.68985  -0.033
C -1.43318 0.23009 -5.84387  -0.090
C -0.10374 0.64749 -5.73906  -0.074
C 0.50911 0.74802 -4.51444  -0.016
C -0.16845 0.43217 -3.31557  -0.337
O 0.49324 0.54028 -2.19604  -0.258
H -4.11213 0.20477 -1.48446  0.085
H -4.12106 -1.48731 -1.97074  0.100
H -4.23953 -0.20389 -3.19885  0.066
H -3.13994 -0.41573 -4.76896  0.101
H -1.91377 0.14672 -6.80827  0.098
H 0.45388 0.89837 -6.63386  0.106
H 1.53817 1.07498 -4.42976  0.115
N -7.11082 -0.91133 2.70086  0.099
C -5.95285 -0.23683 2.34590  -0.318
C -4.93934 -0.89296 1.64138  -0.022
C -3.80748 -0.20944 1.24188  -0.064
C -3.67542 1.14030 1.54084  -0.304
C -4.66156 1.79882 2.25924  -0.051
C -5.79935 1.11838 2.64686  -0.024
S -2.22349 2.00825 1.07364  0.641
O -2.30873 3.32130 1.64655  -0.279
O -2.08357 1.92783 -0.39195  -0.337
N -0.90973 1.17635 1.48114  -0.141
C -0.68465 0.76645 2.76738  -0.447
N -1.60119 1.03329 3.70957  0.137
C -1.34380 0.59838 4.93315  -0.125
C -0.19126 -0.09697 5.25962  -0.061
C 0.69643 -0.30693 4.21727  -0.146
N 0.47173 0.11483 2.98271  0.060
H -7.04107 -1.91398 2.74661  0.089
H -7.64474 -0.51620 3.45645  0.089
H -5.04520 -1.94594 1.40704  0.113
H -3.02321 -0.71985 0.69768  0.101
H -4.52540 2.84058 2.51291  0.114
H -6.57852 1.63527 3.19436  0.111
H -2.09237 0.82313 5.68639  0.110
H 0.00853 -0.44276 6.26251  0.094
H 1.63399 -0.83113 4.37989  0.099
C 4.20365 0.89455 2.47322  -0.227
Si 4.11776 -0.58022 1.32624  0.267
C 4.32227 -2.14912 2.33232  -0.210
C 5.46377 -0.47453 0.03000  -0.223
Sb 1.80082 -0.65649 0.29460  1.063
Si 1.29024 2.45503 -0.77760  0.523
C 0.26784 3.43923 -1.99470  -0.161
C 1.43601 3.34006 0.86215  -0.181
C 3.00825 2.22716 -1.47805  -0.208
Si 1.86663 -2.84139 -1.02943  0.279
C 0.78139 -2.75398 -2.53846  -0.211
C 3.62266 -3.23017 -1.56765  -0.243
C 1.25896 -4.17099 0.14416  -0.231
H 5.16168 0.89157 3.00107  0.034
H 3.40307 0.86782 3.21432  0.016
H 4.12672 1.83847 1.93197  0.015
H 5.32859 -2.18354 2.75926  0.039
H 4.18086 -3.05126 1.73611  0.013
H 3.60465 -2.17560 3.15406  0.021
H 6.43108 -0.48008 0.54158  0.033
H 5.39578 0.44354 -0.55172  0.015
H 5.44280 -1.31523 -0.66252  0.006
H -0.79938 3.23507 -1.93554  0.024
H 0.60964 3.22585 -3.00863  0.032
H 0.41443 4.50414 -1.78965  0.045
H 0.47527 3.49090 1.35217  0.018
H 1.89029 4.32003 0.68298  0.043
H 2.08172 2.78268 1.54323  0.011
H 3.02330 1.49408 -2.28353  0.027
H 3.72895 1.93787 -0.71417  -0.007
H 3.32548 3.19439 -1.88072  0.042
H 1.19736 -2.09171 -3.29889  0.033
H -0.21903 -2.40064 -2.29612  0.012
H 0.71098 -3.76324 -2.95623  0.037
H 4.00964 -2.44857 -2.22395  0.027
H 3.62581 -4.16878 -2.12939  0.030
H 4.31083 -3.34424 -0.72929  0.008
H 0.26032 -3.92909 0.51274  0.027
H 1.91526 -4.27672 1.00974  0.017
H 1.20842 -5.13712 -0.36505  0.031


(2)
Formula: C2H4O3PS
Source: the Open Molecules 2025 dataset
Level of theory: ωB97M-V/def2-TZVPD

Computed properties:
Max |F|, eV/Å: 2.9
Energy relative to the best compared isomer or geometry (same formula, charge and spin), kcal per mole: 66.92
Gap between HOMO and LUMO, eV: 8.87
M, g mol⁻¹: 139.1
HOMO level, hartree: -0.185
Charge: -1
Calculated total energy, eV: -28405.8562
Structure (SMILES): [H]/P=C(/C)S(=O)(=O)[O-]
LUMO level, eV: 3.83

Last column: Löwdin charge in e.
Geometry (Å):
H 1.48223 -2.59888 -0.48015  -0.128
P 0.27738 -2.17173 0.17523  0.801
C 0.50342 -0.56347 0.03658  -0.781
C -0.56371 0.41934 0.23958  -0.210
S 2.20278 0.18966 -0.10470  0.336
O 2.26389 0.89799 -1.37774  -0.388
O 2.23300 1.09244 1.04385  -0.380
O 3.09323 -0.95571 -0.04588  -0.429
H -1.57280 -0.02854 0.31786  0.066
H -0.59219 1.13228 -0.49337  0.043
H -0.26099 0.88458 1.16918  0.070


(3)
Formula: C72H182N10O12S4
Source: the Open Molecules 2025 dataset
Level of theory: ωB97M-V/def2-TZVPD

Computed properties:
Max |F|, eV/Å: 4.1
Gap between HOMO and LUMO, eV: 7.99
M, g mol⁻¹: 1508.6
HOMO level, hartree: -0.288
Calculated total energy, eV: -160419.2336
LUMO level, eV: 0.16

Last column: Löwdin charge in e.
Geometry (Å):
C -2.47632 -3.02811 -3.06569  -0.082
C -1.73957 -4.31490 -2.82918  -0.269
N -0.33155 -4.02304 -2.91261  -0.198
C 0.44564 -5.04214 -2.28396  -0.243
C 1.96239 -4.86842 -2.41876  -0.086
C 0.14906 -3.49640 -4.22912  -0.216
C -0.04353 -4.48937 -5.40214  -0.064
H -3.44563 -3.04359 -2.56740  0.049
H -2.75850 -2.93898 -4.11475  0.081
H -1.96520 -2.16413 -2.64097  0.075
H -1.89092 -4.55162 -1.77601  0.100
H -2.14162 -5.16042 -3.38734  0.115
H 0.25555 -4.95993 -1.21382  0.085
H 0.14896 -6.05786 -2.54550  0.122
H 2.44030 -3.89295 -2.32841  0.052
H 2.49750 -5.51598 -1.72419  0.067
H 2.31436 -5.25892 -3.37360  0.067
H 1.17067 -3.15804 -4.05610  0.083
H -0.41943 -2.64551 -4.60450  0.098
H -0.97958 -5.04203 -5.32163  0.065
H 0.72495 -5.25767 -5.31694  0.062
H 0.02536 -4.01974 -6.38335  0.073
C 5.96935 6.62965 2.18899  -0.095
C 5.37092 6.36539 0.83420  -0.295
N 6.13692 5.42257 0.06658  -0.173
C 5.33029 5.14897 -1.14692  -0.251
C 5.72320 3.82754 -1.83485  -0.081
C 7.51978 5.81541 -0.23733  -0.214
C 7.64242 7.12838 -1.08048  -0.073
H 6.94079 7.12394 2.18125  0.066
H 6.00096 5.70217 2.76073  0.079
H 5.36306 7.29446 2.80425  0.074
H 4.35416 6.04201 1.05719  0.108
H 5.30566 7.32756 0.32618  0.110
H 4.31176 4.96395 -0.80564  0.080
H 5.19535 5.99076 -1.82609  0.097
H 6.59120 3.90221 -2.48990  0.062
H 5.88668 3.05650 -1.08194  0.071
H 4.93141 3.45646 -2.48559  0.049
H 8.01713 5.01884 -0.79071  0.104
H 8.03445 5.91348 0.71848  0.099
H 8.66555 7.40382 -1.33634  0.066
H 7.25276 7.99437 -0.54539  0.063
H 7.14284 7.01042 -2.04204  0.058
C 0.37859 0.78455 4.15289  -0.062
C -0.88672 1.61475 3.80983  -0.228
N -1.65406 2.03951 4.96147  -0.174
C -2.26047 0.95118 5.76357  -0.232
C -3.35076 0.19905 5.01160  -0.091
C -0.98402 3.04222 5.82558  -0.235
C -0.64539 4.32242 5.05265  -0.088
H 1.11770 1.48696 4.53817  0.075
H 0.73774 0.18305 3.31783  0.047
H 0.19332 0.13090 5.00525  0.034
H -0.66071 2.53792 3.27617  0.082
H -1.52214 0.95226 3.22209  0.089
H -1.52581 0.29586 6.23148  0.093
H -2.75696 1.48777 6.57207  0.111
H -3.72148 -0.63452 5.60811  0.069
H -4.24808 0.80882 4.90625  0.068
H -3.10629 -0.17824 4.01863  0.038
H -0.11496 2.62188 6.33168  0.105
H -1.62866 3.42887 6.61491  0.107
H -0.28102 5.07403 5.75296  0.073
H -1.41786 4.82738 4.47263  0.069
H 0.18298 4.13219 4.37022  0.052
C 4.58614 -3.31353 -4.77803  -0.069
C 4.30269 -1.91042 -4.26606  -0.258
N 4.44198 -0.88623 -5.34701  -0.146
C 3.22053 -0.93363 -6.18258  -0.258
C 3.37680 -0.01326 -7.40982  -0.079
C 4.57727 0.46623 -4.71344  -0.239
C 5.96101 0.69769 -4.08075  -0.059
H 5.65838 -3.47027 -4.89572  0.079
H 4.03113 -3.59776 -5.67206  0.071
H 4.30018 -3.98035 -3.96460  0.041
H 3.28461 -1.88359 -3.87757  0.084
H 4.91987 -1.58170 -3.42993  0.079
H 2.36794 -0.70298 -5.54385  0.092
H 2.91179 -1.90037 -6.58033  0.101
H 2.59310 -0.29911 -8.11139  0.068
H 4.31663 -0.11174 -7.95307  0.080
H 3.21620 1.01823 -7.09624  0.052
H 4.38577 1.28505 -5.40695  0.084
H 3.73793 0.70087 -4.05881  0.110
H 6.79561 0.61325 -4.77675  0.078
H 6.01550 1.71462 -3.69219  0.045
H 6.20001 -0.08028 -3.35568  0.050
C 2.83374 -4.21439 1.15375  -0.065
C 3.86682 -3.05768 1.16421  -0.235
N 4.33877 -2.59325 -0.15102  -0.158
C 5.17885 -1.39260 -0.08446  -0.239
C 4.48441 -0.11982 0.41788  -0.067
C 5.01408 -3.61551 -0.98000  -0.261
C 6.29603 -4.19281 -0.47927  -0.084
H 3.30177 -5.14338 0.82813  0.076
H 1.99341 -3.90973 0.52994  0.044
H 2.45775 -4.31375 2.17201  0.060
H 3.52264 -2.24393 1.80252  0.088
H 4.69420 -3.47148 1.74069  0.102
H 6.04363 -1.59503 0.54743  0.107
H 5.58234 -1.31163 -1.09379  0.099
H 3.72831 0.22362 -0.28815  0.058
H 4.04452 -0.28282 1.40175  0.047
H 5.25447 0.64165 0.54161  0.075
H 5.07036 -3.23346 -1.99930  0.085
H 4.35110 -4.47911 -1.03244  0.081
H 6.19293 -4.83787 0.39329  0.073
H 7.09492 -3.48256 -0.26621  0.073
H 6.66178 -4.88709 -1.23578  0.079
C 3.11444 -4.72536 6.33517  -0.071
C 3.05340 -3.51134 5.35017  -0.230
N 2.92840 -2.20329 6.06115  -0.179
C 3.08290 -1.04305 5.16729  -0.238
C 4.43126 -1.01866 4.40658  -0.081
C 1.69359 -2.17207 6.84599  -0.230
C 1.38798 -0.81867 7.61669  -0.065
H 2.15020 -4.79199 6.83906  0.052
H 3.91192 -4.57908 7.06368  0.079
H 3.22848 -5.59498 5.68797  0.068
H 3.96602 -3.51885 4.75421  0.097
H 2.19350 -3.62097 4.68939  0.088
H 2.29011 -1.13411 4.42479  0.090
H 3.02414 -0.05980 5.63405  0.110
H 4.54761 -0.05242 3.91572  0.067
H 5.21714 -1.08399 5.15904  0.078
H 4.62645 -1.78573 3.65718  0.036
H 1.62710 -3.01846 7.52957  0.095
H 0.83877 -2.38597 6.20441  0.086
H 0.57877 -1.11250 8.28524  0.065
H 1.07360 0.03698 7.01909  0.038
H 2.15491 -0.53215 8.33628  0.070
C 5.13363 4.46610 -5.41533  -0.098
C 4.44659 5.77505 -5.27758  -0.260
N 3.06180 5.69089 -5.80684  -0.183
C 2.55322 7.03116 -6.13185  -0.262
C 1.17816 7.03141 -6.79950  -0.090
C 2.12867 4.93218 -5.03464  -0.239
C 1.78464 5.58641 -3.62565  -0.047
H 5.17425 4.19303 -6.46979  0.087
H 4.67591 3.73923 -4.74432  0.042
H 6.17785 4.61838 -5.14235  0.077
H 4.50813 6.22925 -4.28864  0.100
H 4.99562 6.45937 -5.92441  0.113
H 2.55555 7.76215 -5.32329  0.112
H 3.22823 7.40141 -6.90345  0.107
H 0.35165 6.98703 -6.09026  0.057
H 1.04139 7.92208 -7.41277  0.071
H 1.07515 6.16380 -7.45123  0.078
H 2.55673 3.93246 -4.96110  0.098
H 1.18670 4.74127 -5.54878  0.077
H 1.21889 4.93057 -2.96391  0.053
H 1.13932 6.45676 -3.74460  0.064
H 2.66934 5.87206 -3.05661  0.053
C -8.08504 2.57098 -0.96326  -0.090
C -8.13338 1.61516 0.21142  -0.257
N -7.08044 2.09580 1.12969  -0.192
C -5.74668 1.49468 0.84204  -0.240
C -4.69148 2.14721 1.65728  -0.082
C -7.57449 2.24150 2.50780  -0.242
C -7.94979 0.93664 3.20902  -0.083
H -7.09486 2.73461 -1.38857  0.064
H -8.56197 3.51960 -0.71677  0.076
H -8.66723 2.07412 -1.73934  0.062
H -9.13706 1.50307 0.62148  0.114
H -7.87891 0.59485 -0.07553  0.093
H -5.56641 1.50218 -0.23292  0.091
H -5.84104 0.46914 1.19904  0.105
H -4.55447 1.73938 2.65878  0.063
H -4.96078 3.20335 1.66951  0.092
H -3.73129 1.99454 1.16450  0.052
H -6.82226 2.79234 3.07246  0.101
H -8.47773 2.85156 2.49851  0.111
H -8.45155 1.00440 4.17428  0.069
H -8.69286 0.44386 2.58201  0.063
H -7.08525 0.29716 3.38721  0.052
C 0.03782 -6.25745 1.72097  -0.065
C -0.63473 -4.90099 1.54488  -0.285
N -1.54827 -4.41431 2.59430  -0.167
C -2.64583 -5.37227 2.96303  -0.196
C -3.72789 -5.35250 1.90130  -0.076
C -0.71970 -3.83845 3.62425  -0.245
C -1.58413 -2.80098 4.38283  -0.072
H -0.74180 -7.01841 1.75596  0.069
H 0.66633 -6.31298 2.60979  0.073
H 0.71115 -6.40601 0.87677  0.064
H 0.05024 -4.09858 1.27092  0.070
H -1.16225 -4.91718 0.59117  0.078
H -2.29140 -6.38419 3.15924  0.108
H -2.98083 -5.00985 3.93490  0.099
H -4.47598 -6.14156 1.97777  0.083
H -4.20513 -4.38256 1.76146  0.047
H -3.25793 -5.43459 0.92126  0.057
H 0.12450 -3.31727 3.17281  0.100
H -0.46052 -4.57374 4.38602  0.116
H -2.15368 -2.14267 3.72682  0.041
H -0.99633 -2.10632 4.98286  0.050
H -2.32203 -3.34078 4.97631  0.064
C -3.69153 1.54529 -2.58573  -0.098
C -2.29649 1.50911 -3.16518  -0.247
N -2.00733 2.57972 -4.15255  -0.151
C -0.55019 2.50252 -4.43501  -0.248
C -0.10806 1.24247 -5.18731  -0.076
C -2.40447 3.88004 -3.61617  -0.241
C -1.92694 5.08705 -4.47036  -0.059
H -4.43915 1.52030 -3.37854  0.079
H -3.93170 2.41798 -1.97843  0.061
H -3.90827 0.70179 -1.93025  0.060
H -1.57017 1.67626 -2.36980  0.081
H -2.17433 0.49385 -3.54259  0.108
H -0.18244 3.32483 -5.04874  0.079
H 0.02991 2.46641 -3.51291  0.096
H -0.82556 1.03327 -5.98073  0.081
H 0.89762 1.25994 -5.60733  0.053
H -0.06047 0.42136 -4.47204  0.050
H -2.10951 3.92093 -2.56764  0.101
H -3.49446 3.88400 -3.62141  0.105
H -2.20144 4.88138 -5.50499  0.081
H -0.84053 5.17544 -4.46499  0.026
H -2.41437 5.99136 -4.10605  0.077
O -7.20709 -3.46573 1.07911  -0.316
S -7.42814 -3.32298 -0.37911  0.710
O -8.79272 -3.22173 -0.95788  -0.313
O -6.46945 -2.09762 -0.96200  -0.265
C -6.50279 -2.05071 -2.41159  -0.291
C -6.94568 -0.69471 -2.89408  -0.073
C -6.55166 -4.78689 -1.19563  -0.084
H -7.28997 -2.66457 -2.84934  0.105
H -5.53423 -2.24205 -2.87353  0.106
H -6.93788 -0.45169 -3.95661  0.093
H -6.47096 0.13897 -2.37664  0.054
H -7.96080 -0.49105 -2.55325  0.077
H -5.53948 -4.70889 -0.79876  0.052
H -6.66378 -4.76224 -2.27958  0.059
H -7.00987 -5.72234 -0.87461  0.068
O 0.68056 1.23325 -1.35719  -0.319
S 0.61837 0.06601 -0.46313  0.691
O 1.26274 0.11627 0.87613  -0.316
O -0.96180 -0.37566 -0.25876  -0.260
C -1.23522 -1.46542 0.59917  -0.261
C -2.78726 -1.47666 0.91989  -0.025
C 1.32350 -1.36242 -1.40868  -0.080
H -0.70382 -1.58795 1.54293  0.112
H -1.18912 -2.36218 -0.01874  0.098
H -2.96263 -2.37422 1.51297  0.044
H -3.55119 -1.47967 0.14240  0.074
H -2.80007 -0.64131 1.61998  0.054
H 2.23673 -1.03281 -1.90414  0.054
H 0.67864 -1.85859 -2.13400  0.048
H 1.56324 -2.02628 -0.57808  0.040
O -1.19237 5.59648 2.00675  -0.276
S -0.46020 4.95696 0.94376  0.680
O -0.14674 5.71306 -0.28867  -0.313
O 0.92164 4.23638 1.54910  -0.270
C 1.93776 3.84910 0.68277  -0.286
C 3.08853 3.10567 1.45025  -0.024
C -1.32031 3.43562 0.44343  -0.102
H 2.33977 4.78204 0.28766  0.093
H 1.65847 3.22968 -0.16952  0.099
H 2.95506 2.02709 1.53361  0.044
H 3.13009 3.57564 2.43286  0.078
H 4.06616 3.30035 1.00930  0.060
H -1.08779 2.69543 1.20905  0.050
H -0.97222 3.18960 -0.55976  0.038
H -2.36738 3.68672 0.27404  0.064
O -6.07498 -6.81767 5.36378  -0.308
S -6.18025 -5.82875 6.42615  0.687
O -5.47332 -6.10716 7.69527  -0.304
O -5.69718 -4.36182 5.82019  -0.268
C -6.13402 -4.02295 4.52686  -0.278
C -5.38681 -2.75613 4.01952  -0.029
C -7.98528 -5.52021 6.79978  -0.102
H -7.22266 -3.99282 4.57204  0.109
H -5.95168 -4.85445 3.84608  0.095
H -5.30377 -2.82567 2.93491  0.053
H -4.36202 -2.72995 4.38992  0.044
H -5.86259 -1.85408 4.40430  0.071
H -8.39795 -6.48238 7.10311  0.063
H -8.59732 -5.26839 5.93370  0.059
H -8.11996 -4.83483 7.63657  0.069